No. 1
C4H9NOS | ωB97M-V with the def2-TZVPD basis set

Each atom is followed by the atoms it is bonded to, with distances in Å.
CARTESIAN COORDINATES (ANGSTROEM)
1 C 2.811 -0.277 -0.861  N2 1.458, H8 1.095, H9 1.089, H10 1.094
2 N 1.760 0.222 0.018  C1 1.458, C3 1.441, H11 1.005
3 C 0.408 -0.134 -0.330  N2 1.441, C4 1.512, C6 1.559, H12 1.092
4 C -0.447 1.012 -0.822  C3 1.512, O5 1.197, H13 1.100
5 O -0.121 2.164 -0.807  C4 1.197
6 C -0.241 -0.732 0.955  C3 1.559, S7 1.870, H14 1.088, H15 1.079
7 S -2.080 -1.069 0.917  C6 1.870, H16 1.361
8 H 2.510 -0.527 -1.884  C1 1.095
9 H 3.612 0.462 -0.884  C1 1.089
10 H 3.247 -1.204 -0.479  C1 1.094
11 H 1.887 1.197 0.228  N2 1.005
12 H 0.366 -0.913 -1.095  C3 1.092
13 H -1.409 0.639 -1.202  C4 1.100
14 H 0.061 -1.767 1.101  C6 1.088
15 H 0.065 -0.156 1.814  C6 1.079
16 H -2.573 0.089 1.434  S7 1.361

## Properties
- Energy relative to the best compared isomer or geometry (same formula, charge and spin): 172.1 kJ/mol

***

No. 2
C4H9NOS | ωB97M-V with the def2-TZVPD basis set

Each atom is followed by the atoms it is bonded to, with distances in Å.
CARTESIAN COORDINATES (ANGSTROEM)
1 C 0.856 0.627 0.443  C2 1.417, N5 1.210
2 C 1.101 1.912 -0.103  C1 1.417, H8 1.122, H9 1.188, H10 1.024
3 C 0.615 -1.341 1.814  N5 1.414, H11 1.096, H12 1.159, H13 1.107
4 C -1.463 -0.434 -1.362  S7 1.875, H14 1.081, H15 1.061, H16 1.042
5 N 1.243 -0.232 1.202  C1 1.210, C3 1.414
6 O -1.386 2.139 -0.603  S7 1.503
7 S -1.705 0.809 0.021  C4 1.875, O6 1.503
8 H 0.140 2.450 -0.313  C2 1.122
9 H 1.742 1.793 -1.097  C2 1.188
10 H 1.540 2.498 0.612  C2 1.024
11 H 0.856 -1.384 2.883  C3 1.096
12 H 1.042 -2.311 1.348  C3 1.159
13 H -0.467 -1.445 1.602  C3 1.107
14 H -1.085 0.265 -2.096  C4 1.081
15 H -2.436 -0.757 -1.634  C4 1.061
16 H -0.893 -1.259 -1.080  C4 1.042

## Properties
- Energy relative to the best compared isomer or geometry (same formula, charge and spin): 430.3 kJ/mol

***

No. 3
C4H9NOS | ωB97M-V with the def2-TZVPD basis set

Each atom is followed by the atoms it is bonded to, with distances in Å.
CARTESIAN COORDINATES (ANGSTROEM)
1 O -0.877 -0.298 -2.852  C2 1.253
2 C 0.049 0.031 -2.075  O1 1.253, N3 1.433, H8 1.174
3 N 0.693 -0.861 -1.156  C2 1.433, C4 1.504, H9 1.033
4 C 1.696 -0.236 -0.225  N3 1.504, C5 1.514, H10 1.146, H11 1.145
5 C 1.251 0.693 0.885  C4 1.514, C6 1.562, H12 1.068, H13 1.114
6 C 0.288 -0.027 1.883  C5 1.562, S7 1.920, H14 1.135, H15 1.077
7 S -1.541 0.390 1.474  C6 1.920, H16 1.302
8 H 0.690 1.012 -2.142  C2 1.174
9 H 0.297 -1.803 -1.307  N3 1.033
10 H 2.369 0.350 -0.943  C4 1.146
11 H 2.283 -1.081 0.278  C4 1.145
12 H 0.798 1.610 0.578  C5 1.068
13 H 2.145 0.920 1.509  C5 1.114
14 H 0.399 0.119 3.003  C6 1.135
15 H 0.378 -1.077 1.660  C6 1.077
16 H -2.241 -0.636 1.865  S7 1.302

## Properties
- Energy relative to the best compared isomer or geometry (same formula, charge and spin): 178.6 kJ/mol

***

No. 4
C4H9NOS | ωB97M-V with the def2-TZVPD basis set

Each atom is followed by the atoms it is bonded to, with distances in Å.
CARTESIAN COORDINATES (ANGSTROEM)
1 O 0.664 -0.943 2.297  C2 1.328
2 C 1.070 0.070 1.541  O1 1.328, C4 1.762, C5 1.467, H12 1.087
3 N 1.708 0.175 -1.538  C4 1.516, H9 1.043
4 C 1.577 -0.300 -0.105  C2 1.762, N3 1.516, C5 1.608, H8 1.118, H10 1.077
5 C 0.326 0.584 0.385  C2 1.467, C4 1.608, C7 1.493, H11 1.073
6 S -3.970 -0.341 -0.780  H13 1.360
7 C -0.989 0.112 -0.141  C5 1.493, H14 1.073, H15 1.137, H16 1.077
8 H 2.616 0.002 -0.389  C4 1.118
9 H 2.247 1.050 -1.713  N3 1.043
10 H 1.313 -1.344 -0.117  C4 1.077
11 H 0.453 1.646 0.302  C5 1.073
12 H 1.528 0.870 2.117  C2 1.087
13 H -4.364 -1.640 -0.864  S6 1.360
14 H -1.123 0.163 -1.205  C7 1.073
15 H -1.811 0.820 0.199  C7 1.137
16 H -1.245 -0.923 0.012  C7 1.077

## Properties
- Energy relative to the best compared isomer or geometry (same formula, charge and spin): 1145.4 kJ/mol

***

No. 5
C4H9NOS | ωB97M-V with the def2-TZVPD basis set

Each atom is followed by the atoms it is bonded to, with distances in Å.
CARTESIAN COORDINATES (ANGSTROEM)
1 C 0.496 -1.540 1.575  N2 1.521, H8 1.157, H9 1.050, H10 1.152
2 N 1.367 -0.831 0.549  C1 1.521, C3 1.428, H11 1.057
3 C 0.825 -0.343 -0.679  N2 1.428, O4 1.204, C5 1.523
4 O 1.666 -0.009 -1.474  C3 1.204
5 C -0.642 -0.045 -0.961  C3 1.523, C6 1.613, H12 1.067, H13 1.092
6 C -0.890 1.318 -0.135  C5 1.613, S7 1.719, H14 1.053, H15 1.108
7 S -1.666 2.546 -1.054  C6 1.719, H16 1.382
8 H -0.544 -1.047 1.457  C1 1.157
9 H 0.583 -2.549 1.296  C1 1.050
10 H 0.988 -1.303 2.589  C1 1.152
11 H 2.260 -1.361 0.349  N2 1.057
12 H -1.318 -0.817 -0.672  C5 1.067
13 H -0.836 0.147 -2.018  C5 1.092
14 H -1.519 1.038 0.662  C6 1.053
15 H 0.022 1.609 0.425  C6 1.108
16 H -0.791 3.188 -1.910  S7 1.382

## Properties
- Energy relative to the best compared isomer or geometry (same formula, charge and spin): 176.0 kJ/mol

***

No. 6
C4H9NOS | ωB97M-V with the def2-TZVPD basis set

Each atom is followed by the atoms it is bonded to, with distances in Å.
CARTESIAN COORDINATES (ANGSTROEM)
1 O -1.569 0.861 -2.179  C2 1.196
2 C -0.904 1.473 -1.396  O1 1.196, C3 1.535, H8 1.109
3 C -0.071 0.872 -0.255  C2 1.535, C4 1.560, N7 1.423, H9 1.097
4 C -0.403 -0.647 -0.137  C3 1.560, C5 1.543, H10 1.100, H11 1.080
5 C 0.466 -1.267 0.978  C4 1.543, S6 1.787, H12 1.093, H13 1.088
6 S -0.607 -1.901 2.260  C5 1.787, H14 1.357
7 N 1.317 1.110 -0.455  C3 1.423, H15 1.010, H16 1.001
8 H -0.929 2.578 -1.477  C2 1.109
9 H -0.522 1.361 0.618  C3 1.097
10 H -1.441 -0.579 0.223  C4 1.100
11 H -0.424 -1.232 -1.045  C4 1.080
12 H 1.178 -0.596 1.466  C5 1.093
13 H 1.066 -2.085 0.585  C5 1.088
14 H -0.509 -3.224 1.976  S6 1.357
15 H 1.553 1.551 -1.333  N7 1.010
16 H 1.799 1.725 0.171  N7 1.001

## Properties
- Spin multiplicity: 2
- ⟨S²⟩: 0.754
- Total charge: +1
- Energy relative to the best compared isomer or geometry (same formula, charge and spin): 113.1 kJ/mol

***

No. 7
C4H9NOS | ωB97M-V with the def2-TZVPD basis set

Each atom is followed by the atoms it is bonded to, with distances in Å.
CARTESIAN COORDINATES (ANGSTROEM)
1 O 2.284 -0.781 0.743  C2 1.192
2 C 1.514 0.036 0.344  O1 1.192, C3 1.525, H8 1.114
3 C 0.464 -0.118 -0.751  C2 1.525, C4 1.542, N7 1.428, H9 1.108
4 C -0.875 0.423 -0.210  C3 1.542, C5 1.550, H10 1.084, H11 1.065
5 C -1.482 -0.409 0.948  C4 1.550, S6 1.795, H12 1.085, H13 1.091
6 S -0.630 -1.856 1.583  C5 1.795, H14 1.338
7 N 0.850 0.615 -1.915  C3 1.428, H15 1.012, H16 1.013
8 H 1.519 1.052 0.802  C2 1.114
9 H 0.344 -1.177 -1.053  C3 1.108
10 H -0.674 1.447 0.085  C4 1.084
11 H -1.578 0.382 -1.010  C4 1.065
12 H -2.420 -0.842 0.617  C5 1.085
13 H -1.717 0.248 1.787  C5 1.091
14 H 0.345 -1.238 2.259  S6 1.338
15 H 0.230 1.354 -2.220  N7 1.012
16 H 1.827 0.864 -2.011  N7 1.013

## Properties
- Spin multiplicity: 2
- ⟨S²⟩: 0.758
- Total charge: +1
- Energy relative to the best compared isomer or geometry (same formula, charge and spin): 104.4 kJ/mol

***

No. 8
C4H9NOS2 | ωB97M-V with the def2-TZVPD basis set

Each atom is followed by the atoms it is bonded to, with distances in Å.
CARTESIAN COORDINATES (ANGSTROEM)
1 C 1.534 0.004 2.287  N2 1.459, H9 1.097, H10 1.088, H11 1.088
2 N 0.085 -0.076 2.132  C1 1.459, C3 1.396, H12 1.013
3 C -0.673 0.042 0.967  N2 1.396, O4 1.204, C5 1.508
4 O -1.799 -0.377 0.895  C3 1.204
5 C 0.015 0.676 -0.216  C3 1.508, C6 1.528, H13 1.105, H14 1.095
6 C -0.124 -0.002 -1.579  C5 1.528, S7 1.828, H15 1.099, H16 1.084
7 S -1.278 0.753 -2.778  C6 1.828, S8 2.026
8 S -2.616 -0.710 -3.195  S7 2.026, H17 1.323
9 H 1.746 0.829 2.979  C1 1.097
10 H 2.094 0.169 1.370  C1 1.088
11 H 1.877 -0.922 2.743  C1 1.088
12 H -0.272 -0.904 2.595  N2 1.013
13 H -0.254 1.745 -0.295  C5 1.105
14 H 1.035 1.061 -0.111  C5 1.095
15 H 0.841 0.200 -2.065  C6 1.099
16 H -0.220 -1.082 -1.597  C6 1.084
17 H -1.992 -1.404 -4.133  S8 1.323

## Properties
- Energy relative to the best compared isomer or geometry (same formula, charge and spin): 92.1 kJ/mol

***

No. 9
C4H9NOSi | ωB97M-V with the def2-TZVPD basis set

Each atom is followed by the atoms it is bonded to, with distances in Å.
CARTESIAN COORDINATES (ANGSTROEM)
1 C -0.559 -2.262 0.482  C2 1.331, H8 1.055, H9 1.060
2 C -0.648 -1.134 -0.220  C1 1.331, C3 1.510, H10 1.051
3 C -0.224 0.162 0.429  C2 1.510, Si4 1.873, C5 1.580, H11 1.198
4 Si 1.401 0.949 -0.068  C3 1.873, H12 1.509, H13 1.473, H14 1.569
5 C -1.383 1.126 -0.042  C3 1.580, N6 1.464, H15 1.185, H16 1.097
6 N -2.594 0.395 0.337  C5 1.464, O7 1.196
7 O -3.490 0.477 -0.450  N6 1.196
8 H -0.490 -3.250 0.118  C1 1.055
9 H -0.671 -2.249 1.536  C1 1.060
10 H -0.815 -1.125 -1.257  C2 1.051
11 H -0.416 -0.026 1.597  C3 1.198
12 H 1.435 1.078 -1.571  Si4 1.509
13 H 2.478 -0.025 0.176  Si4 1.473
14 H 1.759 2.396 0.422  Si4 1.569
15 H -1.484 2.023 0.725  C5 1.185
16 H -1.379 1.353 -1.116  C5 1.097

## Properties
- Energy relative to the best compared isomer or geometry (same formula, charge and spin): 600.1 kJ/mol

***

No. 10
C4H9NS | ωB97M-V with the def2-TZVPD basis set

Each atom is followed by the atoms it is bonded to, with distances in Å.
CARTESIAN COORDINATES (ANGSTROEM)
1 C 1.099 -0.044 -0.643  C2 1.335, N4 1.388, H5 1.102
2 C 0.295 0.187 -1.683  C1 1.335, H6 1.079, H7 1.091
3 C 2.031 -2.145 -0.539  N4 1.334, H8 1.086, H9 1.091
4 N 2.229 -0.842 -0.752  C1 1.388, C3 1.334
5 H 0.968 0.413 0.352  C1 1.102
6 H 0.566 -0.175 -2.663  C2 1.079
7 H -0.554 0.858 -1.550  C2 1.091
8 H 2.890 -2.809 -0.560  C3 1.086
9 H 1.020 -2.541 -0.434  C3 1.091
10 C -2.000 0.748 1.477  S11 1.813, H12 1.085, H13 1.085, H14 1.089
11 S -1.662 2.490 1.852  C10 1.813, H15 1.342
12 H -2.851 0.421 2.064  C10 1.085
13 H -2.181 0.605 0.416  C10 1.085
14 H -1.136 0.138 1.738  C10 1.089
15 H -0.714 2.695 0.925  S11 1.342

## Properties
- Spin multiplicity: 2
- ⟨S²⟩: 0.753
- Energy: -610.64982 Eh
- Total charge: -1

***

No. 11
C4H9NS | ωB97M-V with the def2-TZVPD basis set

Each atom is followed by the atoms it is bonded to, with distances in Å.
CARTESIAN COORDINATES (ANGSTROEM)
1 C -0.094 1.981 0.143  C2 1.484, H7 1.168, H8 1.292, H9 1.173
2 C -0.424 0.551 -0.072  C1 1.484, S3 1.678, N4 1.399
3 S -1.815 -0.389 -0.076  C2 1.678
4 N 0.735 -0.217 0.087  C2 1.399, C5 1.563, C6 1.505
5 C 2.214 0.200 -0.193  N4 1.563, H10 1.176, H11 1.204, H12 1.007
6 C 0.712 -1.721 0.123  N4 1.505, H13 1.170, H14 1.129, H15 1.082
7 H -1.053 2.312 -0.437  C1 1.168
8 H -0.063 2.309 1.392  C1 1.292
9 H 0.822 2.539 -0.331  C1 1.173
10 H 2.666 -0.024 -1.256  C5 1.176
11 H 2.751 -0.128 0.834  C5 1.204
12 H 2.099 1.199 -0.248  C5 1.007
13 H 0.049 -2.335 -0.620  C6 1.170
14 H 1.802 -1.999 0.223  C6 1.129
15 H 0.385 -2.196 1.039  C6 1.082

## Properties
- Energy relative to the best compared isomer or geometry (same formula, charge and spin): 335.9 kJ/mol

***

No. 12
C4H9NS | ωB97M-V with the def2-TZVPD basis set

Each atom is followed by the atoms it is bonded to, with distances in Å.
CARTESIAN COORDINATES (ANGSTROEM)
1 C 2.227 0.912 0.512  S2 1.699, H7 1.282, H8 1.150, H9 1.171
2 S 1.748 -0.507 -0.292  C1 1.699, C3 1.673
3 C 0.151 -0.031 -0.436  S2 1.673, C4 1.417, H10 1.093
4 C -0.844 -0.728 0.292  C3 1.417, C5 1.500, H11 1.081
5 C -2.311 -0.435 0.402  C4 1.500, N6 1.530, H12 1.174, H13 1.107
6 N -2.684 0.901 -0.244  C5 1.530, H14 1.056, H15 0.994
7 H 3.351 1.180 -0.044  C1 1.282
8 H 1.721 1.920 0.287  C1 1.150
9 H 2.349 0.897 1.676  C1 1.171
10 H 0.018 0.975 -0.842  C3 1.093
11 H -0.452 -1.643 0.714  C4 1.081
12 H -2.486 -0.350 1.559  C5 1.174
13 H -3.014 -1.105 -0.129  C5 1.107
14 H -2.330 0.612 -1.196  N6 1.056
15 H -3.673 1.001 -0.259  N6 0.994

## Properties
- Energy relative to the best compared isomer or geometry (same formula, charge and spin): 284.2 kJ/mol